Molecular formula: C27H24Br2N7O3STl
Method: DFT, ωB97M-V/def2-TZVPD

Last column: Löwdin charge in e.
CARTESIAN COORDINATES (ANGSTROEM)
H: 4.137 3.557 -0.047  0.0956
C: 1.743 -2.089 2.842  -0.1862
H: 1.935 -0.118 3.653  0.0854
C: 2.127 2.293 -2.478  -0.1878
H: 2.659 -2.552 -3.282  0.1118
H: -6.093 0.238 -1.062  0.0917
C: -3.636 1.766 -0.264  -0.3017
H: 3.454 -2.424 0.937  0.1217
C: 3.211 2.967 -1.869  -0.6314
C: 1.206 1.811 -0.216  -0.4063
C: 2.317 2.471 0.296  -0.5943
H: -5.367 -0.052 -2.643  0.0741
H: 2.996 -4.911 4.239  0.1027
N: -0.728 -0.771 2.918  0.0271
C: 0.961 -1.639 1.663  -0.1776
C: -0.036 0.876 -3.477  -0.3130
C: 1.086 -1.916 -1.983  -0.1026
H: -1.541 -0.694 -3.392  0.0385
Tl: -1.206 -0.223 -0.277  0.9678
H: 3.795 -3.260 5.898  0.1016
O: -2.035 2.793 0.981  -0.0127
H: 4.258 -2.850 -1.374  0.1159
O: 0.275 1.333 0.542  -0.2147
H: -4.321 3.196 1.158  0.0789
H: 3.269 -0.862 5.602  0.1045
H: -3.636 -0.349 4.106  0.0814
N: -0.167 -1.046 1.738  -0.0589
H: -2.008 0.725 -4.284  0.1008
C: 2.798 -2.295 0.089  0.0155
H: 1.694 -4.160 2.281  0.1219
N: -2.404 1.854 0.049  -0.0625
C: 1.486 -1.872 0.295  -0.1790
C: -4.698 2.657 0.295  0.0017
H: -5.022 3.381 -0.456  0.0955
C: -4.002 0.694 -1.212  -0.3063
C: 2.043 -3.437 3.009  -0.0396
H: -5.567 2.064 0.581  0.0897
C: 3.220 -2.932 5.041  -0.0866
N: 0.663 -1.665 -0.743  0.0586
H: 2.656 2.650 -4.540  0.0788
H: 0.369 -1.746 -2.776  0.1073
S: -3.048 -1.136 1.539  0.6625
C: 2.181 -1.163 3.784  -0.0251
C: 3.306 3.045 -0.511  -0.1751
C: 1.942 2.186 -3.874  -0.0187
H: -1.084 2.591 1.078  0.0778
C: 2.775 -3.859 4.109  -0.0791
C: -2.047 -0.710 2.877  -0.8602
H: -2.063 -0.113 4.820  0.1019
C: 2.923 -1.586 4.876  -0.0698
C: 2.362 -2.362 -2.260  -0.0332
C: 0.871 1.506 -4.362  -0.0069
C: -5.378 0.625 -1.793  -0.0209
C: -1.158 0.075 -4.060  -0.0295
N: -2.639 -0.300 4.017  0.0799
H: -0.844 -0.386 -4.997  0.0884
C: 3.239 -2.532 -1.199  -0.0310
C: 1.148 1.692 -1.656  -0.1227
H: 0.709 1.415 -5.428  0.1165
N: -3.131 -0.233 -1.487  -0.2500
O: -3.363 -1.209 -2.269  -0.1690
Br: 4.555 3.783 -2.931  0.7636
N: 0.107 0.975 -2.172  0.1157
Br: 2.469 2.624 2.173  0.7972
H: -5.725 1.609 -2.112  0.0806

Forces on atoms 1 to 2 (eV/Å):
H 0.0 0.0 0.0
C 0.0 0.0 0.0

**HOMO-LUMO gap**: 7.0 eV

Molecular formula: C2H25NO12
Method: DFT, ωB97M-V/def2-TZVPD

Last column: Löwdin charge in e.
CARTESIAN COORDINATES (ANGSTROEM)
O: -1.932 1.785 -1.709  0.1118
H: 0.674 -0.894 -1.938  0.0750
C: -1.191 -0.225 -2.603  -0.1431
O: -1.613 3.530 0.219  -0.0293
H: -0.462 -1.196 0.335  0.0113
O: 0.805 1.231 0.841  -0.0700
N: -0.290 -1.205 -2.013  0.0254
O: 2.890 1.249 -0.888  -0.0603
H: 0.436 1.564 0.005  -0.0061
H: -1.393 -1.458 1.490  -0.0096
H: -0.235 -2.125 -2.425  0.0833
H: 1.988 1.571 -1.007  -0.0080
O: 0.259 1.626 -1.813  0.0542
H: 0.028 0.886 1.323  0.0334
H: 1.476 3.655 0.991  0.0247
O: -2.225 0.578 3.813  -0.0580
H: -2.620 -0.286 3.635  0.0052
H: 4.459 -0.529 -1.517  0.0480
H: -3.334 -2.286 1.434  0.0847
O: 2.552 -3.364 -0.301  -0.0681
O: -2.877 -1.980 2.242  -0.0490
H: -1.793 4.402 -0.165  0.0830
H: -1.819 0.736 2.951  0.0103
H: -0.221 -4.207 -0.014  0.0320
H: 3.199 -0.255 -2.175  0.0181
H: -0.308 -3.939 1.526  0.0367
H: 3.118 1.421 0.024  0.0471
O: -0.480 -1.131 1.306  -0.0922
O: -0.813 -4.023 0.718  -0.0539
O: 1.152 4.047 1.810  -0.0561
H: -1.646 2.576 -1.152  0.0868
H: -0.916 3.789 0.846  0.0452
H: 2.911 -2.691 -0.901  -0.0053
H: 2.096 -2.861 0.377  0.0179
O: 3.676 -1.009 -1.812  -0.0717
H: -0.879 -0.065 -3.645  0.1321
H: -2.523 -2.880 2.377  0.0694
H: 0.928 3.242 2.290  0.0316
H: -2.246 -0.396 -2.479  0.1204
C: -0.832 1.118 -1.995  -0.5069

Forces on atoms 1 to 2 (eV/Å):
O 0.2 0.6 0.6
H -0.3 0.4 -0.1

**SMILES**: NCC(=O)O.O.O.O.O.O.O.O.O.O.O
**HOMO-LUMO gap**: 10.3 eV

Molecular formula: C18H39BrNO5PSi
Method: DFT, ωB97M-V/def2-TZVPD

Last column: Löwdin charge in e.
CARTESIAN COORDINATES (ANGSTROEM)
O: -2.136 -6.109 -0.641  -0.0675
H: 0.964 -5.365 0.793  0.0728
H: -2.774 1.199 2.373  0.0905
C: -0.919 2.209 6.294  -0.4853
Br: -1.881 -2.429 3.789  0.5352
O: 2.637 4.101 -4.648  0.0176
C: 2.034 4.455 -5.661  -0.4783
C: 1.354 -1.797 -1.811  -0.2847
H: 2.635 4.477 -7.714  0.0858
H: -1.525 -3.297 0.994  0.0186
H: 1.696 2.861 0.195  0.0570
H: -3.917 -2.274 -1.398  0.0816
H: 1.627 -1.914 0.557  0.0905
H: 4.492 0.643 -1.342  0.0600
H: 0.708 -2.462 -2.563  0.1318
O: -2.261 -4.238 -3.267  -0.0443
O: 0.817 -0.434 -1.907  -0.3004
H: -2.457 3.334 7.266  0.0862
H: -1.664 -1.696 -0.958  0.0756
C: -2.137 -1.096 2.274  -0.7098
H: -0.108 -6.914 0.877  0.1090
H: -2.841 0.213 4.032  0.0625
H: 3.721 -1.007 -0.576  0.0347
H: 0.159 3.799 -4.880  0.0760
H: 2.370 6.098 -6.990  0.0855
C: -0.844 0.989 7.173  -0.0231
P: -0.866 -2.519 -0.040  0.8347
H: -1.432 4.277 6.163  0.0850
C: 1.066 1.874 -0.039  -0.2275
H: 2.467 -1.924 -2.152  0.1168
H: 2.522 3.108 -2.319  0.0578
C: 2.757 5.090 -6.818  -0.0269
C: -1.433 3.480 6.914  -0.0266
H: 3.825 5.161 -6.585  0.0846
N: -1.042 -3.967 -1.107  -0.2061
H: -1.841 0.732 7.537  0.0875
H: 1.407 -3.574 -0.376  0.0881
C: -0.146 -5.721 0.908  -0.0427
H: 0.141 -1.040 1.890  0.0820
C: -2.294 -3.891 -1.953  -0.3379
C: 2.350 2.065 -2.858  -0.2226
C: 0.546 4.269 -5.790  -0.0233
C: -0.832 -1.059 1.240  -0.4129
C: 1.043 -2.443 -0.308  -0.2413
H: -0.915 -0.056 0.614  0.0817
O: -0.572 2.168 5.115  0.0325
C: -3.797 -3.446 -1.382  -0.0499
H: -3.896 -3.862 -0.275  0.0901
C: -2.232 0.391 3.031  -0.1889
C: -1.141 -5.245 -0.305  -0.3311
H: 0.325 3.619 -6.640  0.0885
Si: 1.965 0.793 -1.411  0.4781
H: -4.588 -4.016 -2.028  0.0976
H: -3.155 -1.292 1.698  0.1041
H: -0.634 -5.405 1.948  0.0970
H: 0.060 5.240 -5.916  0.0867
H: -1.146 0.697 3.354  0.0683
H: 1.028 1.234 0.960  0.0314
C: 3.623 0.152 -0.690  -0.2092
H: 1.429 2.109 -3.614  0.0510
H: 3.741 0.597 0.412  0.0624
H: 3.355 1.784 -3.422  0.0553
H: -0.785 3.779 7.742  0.0858
H: -0.454 0.146 6.592  0.0824
H: -0.033 2.175 -0.365  0.0539
H: -0.169 1.177 8.012  0.0860

Forces on atoms 1 to 2 (eV/Å):
O 5.7 5.1 2.0
H -2.3 -0.3 0.3

**SMILES**: CC(=O)N(C(C)=O)[PH2](CCO[Si](C)(C)C)C[C@H](C)Br.CC(C)=O.CC(C)=O
**HOMO-LUMO gap**: 9.5 eV

Molecular formula: C8H22GaO10P2
Method: DFT, ωB97M-V/def2-TZVPD

Last column: Löwdin charge in e.
CARTESIAN COORDINATES (ANGSTROEM)
H: 0.753 -2.837 1.113  0.1013
O: -5.990 -2.089 -2.184  -0.0136
H: -7.202 -0.542 -2.838  0.0982
H: -0.315 -2.548 2.533  0.0957
H: 1.696 5.408 1.270  0.0435
H: -2.595 -0.173 -0.349  0.0813
O: 1.267 6.040 -1.572  -0.4891
H: 5.435 -1.335 2.954  0.0850
H: 0.736 1.448 1.007  0.0372
C: -4.765 -1.645 -2.560  -0.5514
C: 0.245 -2.079 1.718  -0.0473
P: 2.615 5.206 -0.851  0.5646
O: 0.285 1.982 0.266  -0.4665
O: 2.615 5.290 0.889  -0.4724
O: 1.195 -1.138 2.214  -0.0167
H: -1.225 0.005 -1.473  0.0300
O: -3.857 -2.099 -1.661  0.0182
H: -0.462 -1.543 1.079  0.0841
H: -6.862 -1.816 -4.063  0.0943
Ga: 2.894 3.034 -1.666  -0.0389
O: 0.067 1.329 -2.536  -0.4921
H: 1.646 6.551 -2.367  0.0425
H: 5.817 -2.073 4.529  0.0756
H: -2.231 -1.799 -2.943  0.1256
C: -2.279 -0.272 -1.392  -0.0721
O: -4.527 -0.939 -3.529  0.1047
H: 4.326 -0.130 4.865  0.1224
H: -1.865 -2.378 -1.319  0.1155
O: 1.983 -2.775 3.619  0.0964
H: 0.527 1.505 -3.424  0.0567
H: 3.448 -1.596 5.297  0.1210
C: 5.016 -1.869 3.813  -0.0717
H: -7.968 -2.139 -2.714  0.0895
H: 4.238 2.436 -0.970  -0.1267
C: 2.025 -1.642 3.161  -0.5471
O: 2.923 -0.681 3.490  0.0267
C: -2.502 -1.691 -1.886  -0.2124
P: 1.146 1.558 -1.188  0.5758
H: 3.122 3.091 -3.253  -0.1410
H: 4.639 -2.826 3.438  0.0741
C: 3.908 -1.058 4.460  -0.2224
H: -2.869 0.445 -1.972  0.0818
C: -7.054 -1.613 -3.005  -0.0604

Forces on atoms 1 to 2 (eV/Å):
H -0.1 0.0 0.2
O 0.7 0.1 -0.2

**Total charge**: -1
**HOMO-LUMO gap**: 5.1 eV

Molecular formula: C6H9N
Method: DFT, ωB97M-V/def2-TZVPD

Last column: Löwdin charge in e.
CARTESIAN COORDINATES (ANGSTROEM)
H: -0.911 -1.804 1.064  0.0700
H: 0.784 -0.490 -0.988  0.1265
H: 0.173 1.505 2.099  0.1050
C: 0.606 0.939 1.279  -0.1430
C: 1.555 1.576 0.334  -0.1392
C: -0.022 0.263 -1.001  -0.2318
H: 0.734 -0.126 1.466  0.0969
C: -2.115 0.107 -1.400  0.2246
H: -0.467 -2.577 -0.462  0.0827
H: 1.852 2.616 0.451  0.1021
H: -0.012 0.719 -1.997  0.1118
H: 2.316 0.934 -0.110  0.1026
C: -1.290 -0.621 -0.724  -0.4152
N: 0.174 1.333 -0.043  -0.1087
H: -2.169 -2.449 0.013  0.0781
C: -1.209 -1.926 0.017  -0.0626

Forces on atoms 1 to 2 (eV/Å):
H 0.0 0.1 -0.2
H 0.1 0.1 0.0

**HOMO-LUMO gap**: 10.0 eV

no.,HOMO energy (eV)
1,-7.63
2,-10.17
3,-8.95
4,-2.65
5,-9.52